C41H61N2O2Pd | wB97M-V/def2-TZVPD

Calculated values
HOMO-LUMO gap, eV: 6.5
Charge: -1

Geometry (Å):
Pd1 1.56 1.62 -1.03
C1 -0.36 3.76 -2.42
N1 0.41 2.65 -2.97
C2 1.23 3.13 -4.08
C3 -0.50 1.61 -3.46
C4 0.19 0.26 -3.60
N2 0.52 -0.30 -2.30
C5 -0.62 -0.96 -1.66
C6 -1.76 -0.14 -1.09
C7 -3.05 -0.61 -1.32
C8 -4.16 -0.09 -0.67
C9 -3.92 0.94 0.24
C10 -2.66 1.48 0.50
C11 -1.52 0.92 -0.18
O1 -0.33 1.35 0.08
C12 -2.51 2.49 1.66
C13 -3.82 3.23 1.95
C14 -2.10 1.68 2.90
C15 -1.45 3.58 1.44
C16 -5.57 -0.66 -0.84
C17 -5.66 -1.62 -2.03
C18 -6.60 0.46 -1.07
C19 -5.96 -1.43 0.43
C20 1.67 -1.22 -2.42
C21 2.01 -1.89 -1.12
C22 1.85 -3.25 -0.98
C23 2.04 -3.90 0.25
C24 2.27 -3.07 1.34
C25 2.39 -1.68 1.26
C26 2.45 -1.08 -0.03
O2 2.90 0.14 -0.21
C27 2.47 -0.86 2.56
C28 2.17 0.63 2.36
C29 3.87 -1.01 3.18
C30 1.42 -1.37 3.56
C31 1.99 -5.42 0.34
C32 0.65 -5.95 -0.19
C33 3.13 -6.01 -0.50
C34 2.16 -5.91 1.78
H1 -1.07 4.16 -3.16
H2 0.31 4.56 -2.11
H3 -0.91 3.40 -1.56
H4 0.60 3.43 -4.93
H5 1.92 2.35 -4.41
H6 1.82 3.99 -3.78
H7 -0.92 1.92 -4.43
H8 -1.31 1.52 -2.76
H9 1.12 0.39 -4.15
H10 -0.45 -0.42 -4.19
H11 -0.21 -1.54 -0.83
H12 -1.05 -1.70 -2.36
H13 -3.16 -1.43 -2.02
H14 -4.76 1.33 0.79
H15 -4.59 2.58 2.39
H16 -4.23 3.66 1.03
H17 -3.64 4.03 2.66
H18 -2.86 0.92 3.13
H19 -1.99 2.34 3.78
H20 -1.15 1.18 2.73
H21 -1.71 4.21 0.59
H22 -0.46 3.17 1.27
H23 -1.43 4.23 2.33
H24 -5.35 -1.13 -2.96
H25 -6.69 -1.96 -2.16
H26 -5.03 -2.50 -1.89
H27 -6.34 1.03 -1.97
H28 -6.63 1.15 -0.23
H29 -7.60 0.04 -1.20
H30 -5.24 -2.24 0.61
H31 -6.96 -1.86 0.34
H32 -5.94 -0.78 1.30
H33 2.51 -0.62 -2.76
H34 1.47 -1.99 -3.19
H35 1.54 -3.82 -1.85
H36 2.33 -3.52 2.32
H37 2.97 1.14 1.83
H38 2.05 1.10 3.34
H39 1.25 0.78 1.79
H40 4.63 -0.64 2.48
H41 4.09 -2.06 3.40
H42 3.94 -0.44 4.11
H43 0.41 -1.24 3.15
H44 1.48 -0.79 4.49
H45 1.54 -2.42 3.82
H46 0.51 -5.69 -1.24
H47 -0.18 -5.53 0.38
H48 0.61 -7.04 -0.11
H49 3.04 -5.72 -1.55
H50 3.13 -7.11 -0.45
H51 4.10 -5.65 -0.14
H52 1.34 -5.57 2.42
H53 3.10 -5.57 2.21
H54 2.16 -7.01 1.80
C35 3.15 2.81 -1.52
C36 3.45 3.18 -0.12
C37 4.50 2.57 0.58
C38 4.75 2.90 1.90
C39 3.97 3.84 2.56
C40 2.92 4.45 1.88
C41 2.68 4.13 0.55
H55 3.95 2.28 -2.03
H56 2.75 3.63 -2.10
H57 5.08 1.80 0.09
H58 5.56 2.41 2.43
H59 4.16 4.08 3.60
H60 2.30 5.17 2.39
H61 1.86 4.61 0.02

Atom charges from the Mulliken analysis, given in e for atoms 1 to 6: Pd -0.014; C -1.037; N 1.156; C -1.482; C -1.270; C -1.388


C29H35N2O4PPt | wB97M-V/def2-TZVPD

Calculated values
HOMO-LUMO gap, eV: 6.2
Charge: 0

Geometry (Å):
Pt1 -0.03 0.86 -0.73
O1 2.34 4.75 0.76
C1 1.95 3.84 -0.16
O2 2.69 3.05 -0.67
C2 0.52 4.02 -0.56
C3 -0.02 5.29 -0.61
C4 -1.22 5.49 -1.27
C5 -1.80 4.43 -1.93
C6 -1.20 3.18 -1.83
N1 -0.11 2.95 -1.09
C7 -1.69 2.00 -2.68
O3 -2.66 2.17 -3.38
O4 -0.94 0.97 -2.59
H1 3.30 4.63 0.87
H2 0.52 6.11 -0.16
H3 -1.67 6.48 -1.31
H4 -2.69 4.51 -2.54
C8 -1.75 1.87 2.36
C9 -0.28 1.61 2.69
C10 0.48 2.92 2.88
P1 0.43 0.48 1.44
C11 2.15 0.03 1.94
C12 2.30 -0.17 3.45
C13 3.25 0.93 1.39
C14 -0.42 -1.09 1.68
C15 -0.77 -1.68 2.89
C16 -1.22 -2.99 2.96
C17 -1.64 -3.62 4.26
C18 -1.27 -3.70 1.75
C19 -0.95 -3.14 0.54
C20 -0.56 -1.78 0.47
N2 -0.29 -1.12 -0.69
C21 -0.25 -1.82 -1.93
C22 1.00 -2.20 -2.45
C23 2.26 -1.88 -1.69
C24 1.04 -2.87 -3.66
C25 -0.12 -3.18 -4.36
C26 -0.05 -3.87 -5.70
C27 -1.34 -2.80 -3.82
C28 -1.43 -2.12 -2.61
C29 -2.76 -1.69 -2.06
H5 -2.22 2.46 3.15
H6 -2.31 0.95 2.23
H7 -1.84 2.44 1.43
H8 -0.24 1.04 3.63
H9 0.36 3.56 2.01
H10 1.55 2.76 3.04
H11 0.08 3.46 3.74
H12 2.25 -0.94 1.45
H13 2.19 0.77 3.99
H14 3.29 -0.57 3.67
H15 1.57 -0.88 3.84
H16 3.20 1.94 1.80
H17 3.20 1.00 0.31
H18 4.22 0.52 1.67
H19 -0.69 -1.11 3.81
H20 -1.44 -2.96 5.10
H21 -1.10 -4.56 4.43
H22 -2.71 -3.85 4.27
H23 -1.59 -4.74 1.77
H24 -1.01 -3.72 -0.37
H25 2.38 -0.80 -1.58
H26 3.13 -2.27 -2.21
H27 2.23 -2.30 -0.69
H28 2.01 -3.16 -4.07
H29 0.83 -4.51 -5.76
H30 0.01 -3.14 -6.51
H31 -0.93 -4.48 -5.87
H32 -2.25 -3.03 -4.36
H33 -3.57 -2.06 -2.69
H34 -2.81 -0.60 -2.03
H35 -2.91 -2.07 -1.05

Atom charges from the Mulliken analysis, given in e for atoms 1 to 6: Pt 1.245; O -0.458; C 0.158; O -0.543; C 0.483; C -0.347


C4H5O2Tl | wB97M-V/def2-TZVPD

Calculated values
HOMO-LUMO gap (alpha / beta), eV: 4.4 / 5.4
Charge: -1
Expectation value of S²: 0.761
2S+1: 2

Geometry (Å):
O1 -2.48 0.50 0.43
C1 -1.15 0.49 -0.12
C2 -0.35 -0.62 0.32
C3 0.98 -0.99 -0.28
C4 2.12 -0.23 0.45
O2 2.41 0.88 -0.09
H1 -2.72 1.41 0.59
H2 -0.46 -0.89 1.39
H3 0.98 -0.73 -1.36
H4 1.16 -2.07 -0.18
Tl1 0.60 2.15 0.08
H5 -1.11 0.10 -1.23

Atom charges from the Mulliken analysis, given in e for atoms 1 to 6: O -0.465; C -0.210; C -0.648; C -0.148; C -0.708; O -0.207


C3H8N5O3 | wB97M-V/def2-TZVPD

Calculated values
HOMO-LUMO gap, eV: 8.9
Charge: +1

Geometry (Å):
C1 -0.92 0.44 -0.05
C2 0.43 0.16 -1.98
C3 -0.50 0.15 2.79
N1 -1.83 0.94 -0.60
N2 0.16 1.10 -2.79
N3 -0.33 -0.51 0.49
N4 1.11 -0.90 -1.72
N5 -0.21 -0.92 1.83
O1 2.10 -0.51 -0.80
O2 0.85 -2.07 -1.89
O3 -0.85 1.85 -2.70
H1 0.17 0.98 2.49
H2 -1.58 0.56 2.89
H3 -0.32 -0.22 3.91
H4 -1.85 1.74 -1.21
H5 0.71 1.03 -3.68
H6 3.03 -0.93 -0.96
H7 0.74 -1.13 2.06
H8 -0.91 -1.76 1.93

Atom charges from the Mulliken analysis, given in e for atoms 1 to 6: C 0.488; C 0.155; C -0.907; N -0.339; N 0.237; N -0.506


Summary of energy above the lowest of the compared OMol25 structures with the same formula, charge and spin in kJ/mol
65.5 38.1 0.0 285.5
(order as listed above)